1.
Entry from the OMol25 dataset: an isolated molecule of C2H2N4O2 in a non-equilibrium geometry (the ωB97M-V functional and the def2-TZVPD basis).

```
10
Properties=species:S:1:pos:R:3
O 1.567 0.318 1.227
C 1.870 -0.129 0.137
O 0.951 -0.633 -0.745
N -0.323 -0.398 -0.312
C -0.994 0.770 -0.425
N -2.164 0.635 0.175
N -2.162 -0.615 0.681
N -1.112 -1.267 0.375
H 2.886 -0.285 -0.233
H -0.519 1.603 -0.881
```

For the energy relative to the best compared isomer or geometry (same formula, charge and spin), the calculation gives 444.6 kJ/mol. Its charge is 0. As for the SMILES: O=COn1cnnn1. For the calculated total energy, the calculation gives -12158.139 eV. Its molecular weight is 114.06 g/mol. Its LUMO energy is 0.42 eV. As for the largest force on an atom: 0.065 Eh/bohr. The calculation puts the HOMO-LUMO gap at 11.52 eV.

Atom charges from the Löwdin analysis, given in e for atoms 1 to 5: 0.1002 -0.2521 0.0607 -0.1444 -0.1148

=====

2.
Entry from the OMol25 dataset: a structure of composition C11H14BrClNO8PV in a non-equilibrium geometry (the ωB97M-V functional and the def2-TZVPD basis).

```
38
Properties=species:S:1:pos:R:3
C 2.751 -1.458 1.416
C 1.841 -1.096 0.736
C 0.732 -0.780 -0.205
C -0.432 -1.621 0.380
C -1.867 -1.139 0.269
C -2.291 -0.035 1.246
Br -2.402 -0.681 -1.551
C 1.378 -1.153 -1.557
P 0.248 -1.378 -2.988
O 0.439 -0.132 -3.950
Cl 0.941 -2.969 -4.034
C 2.403 0.001 -1.677
O 3.250 0.074 -2.506
O 2.192 0.903 -0.696
C 0.791 0.766 -0.275
C 0.684 1.599 0.985
C 1.615 2.820 1.009
O 1.464 3.672 -0.097
O 0.148 1.237 -1.445
N -0.790 2.298 -1.228
O -1.090 2.777 -2.229
H 3.589 -1.509 2.066
H -0.398 -2.601 -0.092
H -0.219 -1.806 1.425
H -2.478 -1.990 0.528
H -1.593 -0.034 2.074
H -3.306 -0.234 1.575
H -2.328 0.924 0.743
H 1.823 -2.128 -1.382
H 1.387 0.027 -4.120
H 0.944 1.015 1.863
H -0.313 1.976 1.170
H 1.324 3.370 1.907
H 2.646 2.536 1.160
H 0.661 4.188 -0.004
O -5.827 -1.936 4.042
V -4.610 -2.648 3.221
O -3.306 -2.857 2.220
```

Its charge is +1. For the calculated total energy, the calculation gives -147027.446 eV. Its molecular weight is 485.51 g/mol. Its LUMO energy is -8.90 eV. As for the largest force on an atom: 0.056 Eh/bohr. The calculation puts the HOMO-LUMO gap at 2.04 eV.

Atom charges from the Löwdin analysis, given in e for atoms 1 to 5: 0.2020 -0.1018 -0.3326 -0.1391 -0.6869

=====

3.
Entry from the OMol25 dataset: a structure of composition C18H21F6N6O5OsS2 in a non-equilibrium geometry (the ωB97M-V functional and the def2-TZVPD basis).

```
59
Properties=species:S:1:pos:R:3
Os -0.264 0.185 0.088
F -4.128 1.342 -2.704
C -3.180 1.756 -1.870
F -2.015 1.233 -2.263
F -3.090 3.076 -1.924
S -3.597 1.242 -0.134
O -2.303 1.129 0.550
O -4.486 2.246 0.330
N -4.313 -0.152 -0.281
S -3.406 -1.436 -0.184
O -3.357 -2.064 1.099
O -2.135 -1.252 -0.881
C -4.350 -2.574 -1.276
F -5.494 -2.933 -0.715
F -4.589 -2.013 -2.454
F -3.601 -3.670 -1.473
N 4.450 2.155 2.016
C 3.924 1.327 1.070
C 2.531 1.153 0.966
N 2.011 0.360 0.052
C 2.848 -0.287 -0.780
C 4.208 -0.131 -0.636
N 4.759 0.668 0.279
H 3.855 2.828 2.464
H 5.428 2.371 1.935
H 1.850 1.683 1.615
H 2.410 -0.914 -1.538
H 4.893 -0.659 -1.288
C -0.422 2.842 2.328
C 0.096 3.095 0.947
C 0.608 4.254 0.420
C 0.989 3.981 -0.925
C 0.695 2.666 -1.173
C 0.900 1.880 -2.436
N 0.151 2.116 -0.025
H -0.532 3.788 2.856
H 0.251 2.202 2.911
H -1.387 2.340 2.305
H 0.688 5.198 0.938
H 1.413 4.674 -1.636
H 0.227 2.215 -3.226
H 0.716 0.812 -2.292
H 1.923 1.993 -2.802
O 0.469 -1.601 -1.047
N 0.462 -2.793 -0.466
C -0.392 -3.719 -0.935
C -0.410 -4.984 -0.391
C 0.453 -5.300 0.646
C 1.305 -4.317 1.126
C 1.295 -3.064 0.554
H -1.024 -3.382 -1.740
H -1.098 -5.713 -0.796
H 0.468 -6.295 1.067
H 1.987 -4.511 1.941
H 1.923 -2.244 0.863
C -0.145 -0.587 1.972
H 0.832 -0.452 2.447
H -0.388 -1.659 1.924
H -0.914 -0.107 2.583
```

For the energy relative to the best compared isomer or geometry (same formula, charge and spin), the calculation gives 160.0 kJ/mol. Its charge is 0. For the calculated total energy, the calculation gives -78622.836 eV. Its molecular weight is 769.76 g/mol. Its LUMO energy (spin up / spin down) is -0.49 / -0.59 eV. As for the largest force on an atom: 0.050 Eh/bohr. The calculation puts the HOMO-LUMO gap (spin up / spin down) at 6.82 / 6.70 eV. Its multiplicity is 2.

Atom charges from the Löwdin analysis, given in e for atoms 1 to 5: 1.3693 0.1510 -0.6618 0.1172 0.1622

=====

4.
Entry from the OMol25 dataset: an isolated molecule of C19H19NO5 (the ωB97M-V functional and the def2-TZVPD basis).

```
44
Properties=species:S:1:pos:R:3
C -2.729 -4.102 0.212
C -3.200 -2.853 -0.520
C -2.777 -1.579 0.198
O -1.344 -1.481 0.143
C -0.723 -0.752 1.069
O -1.287 -0.236 2.017
C 0.710 -0.593 0.808
C 1.316 -1.013 -0.315
C 2.722 -0.760 -0.504
C 3.382 -1.030 -1.702
C 4.744 -0.834 -1.814
C 5.467 -0.384 -0.717
C 4.832 -0.109 0.480
C 3.456 -0.275 0.593
O 2.883 -0.020 1.793
C 1.482 0.203 1.826
C -3.304 -0.315 -0.514
O -3.706 -0.322 -1.655
N -3.229 0.788 0.261
C -3.178 2.116 -0.326
C -1.763 2.599 -0.314
C -1.143 3.596 0.380
C 0.232 3.513 0.049
C 0.345 2.466 -0.811
O -0.854 1.906 -1.035
H -1.646 -4.102 0.302
H -3.031 -4.993 -0.333
H -3.160 -4.147 1.210
H -4.287 -2.843 -0.602
H -2.787 -2.823 -1.529
H -3.093 -1.584 1.249
H 0.772 -1.556 -1.073
H 2.809 -1.395 -2.541
H 5.247 -1.040 -2.746
H 6.534 -0.244 -0.796
H 5.384 0.238 1.340
H 1.154 -0.056 2.837
H 1.283 1.278 1.672
H -2.809 0.698 1.180
H -3.809 2.802 0.243
H -3.554 2.022 -1.349
H -1.605 4.304 1.037
H 1.020 4.144 0.405
H 1.189 2.036 -1.314
```

For the energy relative to the best compared isomer or geometry (same formula, charge and spin), the calculation gives 55.4 kJ/mol. Its charge is 0. As for the SMILES: CC[C@@H](OC(=O)C1=Cc2ccccc2OC1)C(=O)NCc1ccco1. For the calculated total energy, the calculation gives -31738.943 eV. Its molecular weight is 341.36 g/mol. Its LUMO energy is -0.20 eV. As for the largest force on an atom: 0.019 Eh/bohr. The calculation puts the HOMO-LUMO gap at 8.21 eV.

Atom charges from the Löwdin analysis, given in e for atoms 1 to 5: -0.0889 -0.1838 -0.2101 0.0510 -0.4340